[1]
Molecular formula: C3H3N3O
Method: DFT, ωB97M-V/def2-TZVPD

Values from the calculation:
Structure (SMILES) = O=Cc1cnn[nH]1
Kohn-Sham gap = 10.488 eV

Each line ends with the Löwdin charge.
Geometry (Å):
1 N -0.872 0.356 -0.923  0.051
2 C 0.226 0.443 -0.121  -0.214
3 N -0.928 -0.813 -1.543  0.018
4 N 0.091 -1.525 -1.163  0.020
5 O -0.874 0.674 1.932  0.062
6 C 0.170 0.720 1.328  -0.239
7 C 0.842 -0.771 -0.330  -0.109
8 H -1.555 1.062 -1.166  0.167
9 H 1.157 0.750 1.827  0.128
10 H 1.732 -1.128 0.167  0.116

Cartesian forces (eV/Å) of the 6 atoms listed first:
N -0.14 -0.08 0.03
C -0.26 -0.55 0.22
N 0.25 0.14 -0.24
N 0.18 0.13 -0.46
O 0.38 0.58 0.03
C -0.30 0.19 0.26

[2]
Molecular formula: C3H3N3O
Method: DFT, ωB97M-V/def2-TZVPD

Values from the calculation:
Kohn-Sham gap = 10.189 eV

Each line ends with the Löwdin charge.
Geometry (Å):
1 O 2.871 -0.011 0.158  0.017
2 C 1.816 -0.568 0.344  -0.377
3 N 0.680 -0.304 -0.400  0.030
4 C -0.843 1.858 -0.575  -0.082
5 N -1.881 1.467 -0.268  0.052
6 C -1.513 -1.062 0.190  0.163
7 N -0.377 -0.899 0.005  -0.084
8 H 1.657 -1.334 1.128  0.119
9 H 0.100 2.271 -0.887  0.069
10 H -2.510 -1.417 0.306  0.092

Cartesian forces (eV/Å) of the 6 atoms listed first:
O -0.49 -0.26 0.07
C 0.21 0.01 0.00
N 0.34 -0.02 -0.09
C -0.23 0.27 -0.06
N 0.32 0.34 -0.16
C 1.31 -0.31 -0.07

[3]
Molecular formula: C3H3N3O
Method: DFT, ωB97M-V/def2-TZVPD

Values from the calculation:
⟨S²⟩ = 2.02
2S+1 = 3
Kohn-Sham gap (spin up / spin down) = 6.525 / 7.367 eV

Each line ends with the Löwdin spin population.
Geometry (Å):
1 C -0.896 1.211 -0.119  0.056
2 C -0.969 -1.184 -0.196  0.086
3 C -0.249 -0.026 0.285  0.350
4 N -1.409 2.193 -0.396  0.145
5 N -1.502 -2.128 -0.555  0.221
6 N 1.343 0.017 -0.429  1.024
7 O 0.014 -0.109 1.639  0.030
8 H 1.281 0.655 -1.218  0.036
9 H 1.499 -0.915 -0.803  0.034
10 H 0.888 0.286 1.791  0.018

Cartesian forces (eV/Å) of the 6 atoms listed first:
C 1.06 -2.45 0.70
C 2.11 3.21 1.19
C -6.57 0.09 2.27
N -0.66 1.71 -0.62
N -1.11 -2.21 -1.00
N 2.85 -0.52 -3.00

[4]
Molecular formula: C3H3N3O2
Method: DFT, ωB97M-V/def2-TZVPD

Values from the calculation:
Structure (SMILES) = N#C/C=N/OC(N)=O
Kohn-Sham gap = 9.796 eV

Each line ends with the Löwdin charge.
Geometry (Å):
1 C -1.645 0.258 -0.119  -0.602
2 C 1.304 -0.198 0.296  -0.221
3 C 2.594 -0.139 0.090  -0.135
4 H -3.066 -1.090 0.395  0.184
5 H -3.561 0.703 -0.406  0.209
6 H 0.767 0.298 1.150  0.162
7 N -2.905 0.047 0.303  0.097
8 N 0.548 -0.953 -0.428  0.130
9 N 3.656 0.594 -0.010  0.190
10 O -1.178 1.379 -0.196  0.070
11 O -0.916 -1.035 -0.028  -0.083

Cartesian forces (eV/Å) of the 6 atoms listed first:
C 2.43 0.65 2.19
C -9.02 -1.57 1.85
C 14.70 8.17 -1.78
H -0.22 4.02 -0.75
H 1.78 -2.79 2.86
H 1.14 -0.01 -0.64

[5]
Molecular formula: C3H3N3O2
Method: DFT, ωB97M-V/def2-TZVPD

Values from the calculation:
Kohn-Sham gap = 9.089 eV

Each line ends with the Löwdin charge.
Geometry (Å):
1 C 0.676 0.297 1.950  -0.056
2 C 0.539 0.219 -0.352  -0.352
3 C -0.767 -0.086 0.211  -0.188
4 H 0.887 -0.462 2.893  0.168
5 H 0.868 1.431 2.463  0.180
6 H -0.782 -0.835 -2.904  0.276
7 N 0.607 0.313 -1.662  0.107
8 N -0.626 -0.037 -1.900  -0.194
9 N -1.542 -0.523 -0.889  0.128
10 O 1.530 0.251 0.605  -0.018
11 O -0.622 -0.374 1.627  -0.052

Cartesian forces (eV/Å) of the 6 atoms listed first:
C 0.87 -1.28 1.83
C 0.36 0.39 3.08
C 1.34 -2.41 -2.46
H 0.85 1.80 -2.83
H -1.52 -2.74 -2.09
H 0.65 3.68 4.01

[6]
Molecular formula: C3H3N3O2
Method: DFT, ωB97M-V/def2-TZVPD

Values from the calculation:
Structure (SMILES) = Cc1nnc(=O)on1
Kohn-Sham gap = 7.979 eV

Each line ends with the Löwdin charge.
Geometry (Å):
1 C -1.234 1.538 0.433  0.007
2 C -0.260 0.328 0.239  -0.308
3 C 1.330 -1.767 -0.691  -0.385
4 H -0.635 2.157 1.095  0.075
5 H -1.929 1.180 1.147  0.071
6 H -1.421 2.078 -0.427  0.059
7 N 0.513 -0.421 1.283  0.155
8 N 1.063 -1.543 0.715  0.121
9 N -0.171 0.028 -0.997  0.126
10 O 2.374 -2.360 -1.223  0.054
11 O 0.373 -1.219 -1.573  0.026

Cartesian forces (eV/Å) of the 6 atoms listed first:
C 4.19 -1.90 3.49
C 1.43 -0.39 -1.13
C 3.26 -1.08 -4.30
H 0.09 0.77 0.05
H -1.71 -0.18 -0.14
H -0.98 0.42 -1.75

[7]
Molecular formula: C3H3N3O2
Method: DFT, ωB97M-V/def2-TZVPD

Values from the calculation:
Kohn-Sham gap = 9.274 eV

Each line ends with the Löwdin charge.
Geometry (Å):
1 C -2.317 -0.276 -0.006  -0.308
2 C 0.064 -0.259 -0.144  -0.489
3 C 1.863 0.860 0.094  -0.120
4 H -3.030 -1.040 -0.074  0.087
5 H 0.966 -2.046 0.096  0.241
6 H 2.439 1.834 -0.347  0.188
7 N -1.078 -0.981 -0.143  0.109
8 N 1.096 -0.932 -0.141  0.017
9 N 2.376 -0.362 0.454  0.179
10 O -2.390 0.916 0.333  -0.003
11 O 0.541 0.987 -0.399  0.100

Cartesian forces (eV/Å) of the 6 atoms listed first:
C 4.02 2.18 1.16
C -6.20 0.40 -1.72
C 3.35 1.63 -1.73
H -2.21 -0.48 -0.20
H 0.39 3.90 -0.75
H -1.07 -2.45 2.19

[8]
Molecular formula: C3H3N3O2
Method: DFT, ωB97M-V/def2-TZVPD

Values from the calculation:
Structure (SMILES) = C=COc1nnon1
Kohn-Sham gap = 9.261 eV

Each line ends with the Löwdin charge.
Geometry (Å):
1 C -1.844 0.777 1.425  0.058
2 C -0.797 0.156 0.789  -0.207
3 C 0.949 0.056 -0.608  -0.378
4 H -1.907 1.827 1.440  0.040
5 H -2.673 0.165 1.837  0.069
6 H -0.659 -0.937 0.706  0.102
7 N 0.799 -1.305 -0.761  0.095
8 N 1.679 -1.656 -1.663  0.066
9 N 1.819 0.617 -1.419  0.198
10 O 0.322 0.852 0.383  0.021
11 O 2.311 -0.552 -2.130  -0.064

Cartesian forces (eV/Å) of the 6 atoms listed first:
C 1.58 -2.72 -1.48
C -2.52 0.31 2.65
C 0.71 2.27 0.35
H -0.02 1.08 0.23
H 0.79 0.51 -0.44
H -0.58 0.82 0.21

Ordered E_tot results: -9675.1455, -9673.4250, -9670.0870, -11719.7022, -11718.3601, -11718.8553, -11720.1693, -11720.2694; unit eV.
Ordered ΔE to the lowest compared entry with this formula, charge and spin results: 2.309, 4.029, 3.055, 6.255, 7.597, 7.102, 5.788, 5.688; unit eV.